This record from the Open Molecules 2025 dataset describes a 8-piece molecular cluster, C77H173F2N3O8P4S2 overall in a non-equilibrium geometry. The level of theory is ωB97M-V/def2-TZVPD.

Element x y z (Å)
1 N -0.733 1.706 0.126
2 S -0.768 0.438 0.829
3 O -0.129 0.358 2.145
4 O -0.892 -0.854 0.083
5 F -2.281 0.645 1.278
6 S 0.733 1.256 -0.768
7 O 0.582 1.145 -2.195
8 O 1.776 0.438 -0.170
9 F 1.497 2.666 -0.725
10 C -2.362 7.774 0.235
11 C -3.501 6.819 0.685
12 O -4.638 6.934 0.318
13 N -3.056 5.655 1.581
14 H -2.717 4.848 1.077
15 H -2.255 5.804 2.178
16 C -4.084 5.230 2.640
17 H -2.922 8.532 -0.313
18 H -1.591 7.340 -0.401
19 H -1.786 8.378 0.937
20 H -4.748 4.437 2.296
21 H -4.776 6.008 2.963
22 H -3.603 4.698 3.461
23 C 4.710 -3.518 4.664
24 C 4.988 -3.868 3.213
25 C 5.700 -5.162 2.994
26 C 7.097 -5.140 3.668
27 N 7.811 -6.519 3.498
28 C 9.302 -6.399 3.843
29 C 9.998 -7.531 2.986
30 C 8.951 -7.987 1.927
31 C 7.926 -6.941 2.020
32 C 7.289 -7.656 4.400
33 H 4.041 -4.122 5.277
34 H 4.433 -2.465 4.703
35 H 5.619 -3.648 5.251
36 H 5.548 -3.012 2.838
37 H 4.060 -3.961 2.650
38 H 5.730 -5.407 1.932
39 H 5.108 -5.956 3.448
40 H 7.217 -4.846 4.711
41 H 7.679 -4.481 3.024
42 H 9.343 -6.506 4.927
43 H 9.621 -5.374 3.655
44 H 10.294 -8.394 3.583
45 H 10.927 -7.179 2.537
46 H 8.594 -8.988 2.168
47 H 9.370 -8.006 0.920
48 H 6.952 -7.181 1.594
49 H 8.292 -6.109 1.420
50 H 7.294 -7.216 5.397
51 H 7.810 -8.611 4.322
52 H 6.309 -7.864 3.971
53 C -10.169 -2.902 -5.204
54 C -9.960 -3.677 -6.493
55 C -8.516 -4.224 -6.705
56 C -8.203 -4.541 -8.184
57 P -7.225 -6.029 -8.337
58 C -8.091 -7.568 -7.712
59 C -7.239 -8.886 -7.818
60 C -7.042 -9.556 -6.453
61 C -6.156 -10.803 -6.556
62 C -6.472 -6.373 -10.041
63 C -6.389 -5.179 -11.034
64 C -6.575 -5.537 -12.526
65 C -5.422 -6.315 -13.143
66 C -5.862 -5.900 -7.181
67 C -4.803 -4.737 -7.615
68 C -3.575 -4.671 -6.712
69 C -3.990 -4.453 -5.286
70 H -10.063 -3.614 -4.385
71 H -11.226 -2.655 -5.108
72 H -9.591 -1.979 -5.151
73 H -10.245 -3.084 -7.362
74 H -10.675 -4.497 -6.555
75 H -8.512 -5.055 -6.000
76 H -7.808 -3.484 -6.332
77 H -7.723 -3.740 -8.747
78 H -9.133 -4.666 -8.738
79 H -8.944 -7.656 -8.386
80 H -8.407 -7.276 -6.711
81 H -6.208 -8.673 -8.099
82 H -7.592 -9.565 -8.594
83 H -8.020 -9.629 -5.977
84 H -6.492 -8.889 -5.790
85 H -6.169 -11.462 -5.688
86 H -5.105 -10.531 -6.655
87 H -6.441 -11.433 -7.398
88 H -7.013 -7.232 -10.438
89 H -5.487 -6.738 -9.750
90 H -5.425 -4.674 -10.971
91 H -7.150 -4.423 -10.839
92 H -6.860 -4.670 -13.122
93 H -7.486 -6.083 -12.772
94 H -5.196 -7.152 -12.482
95 H -4.544 -5.742 -13.440
96 H -5.826 -6.862 -13.995
97 H -5.419 -6.895 -7.139
98 H -6.398 -5.656 -6.264
99 H -5.317 -3.781 -7.521
100 H -4.442 -4.811 -8.641
101 H -2.969 -3.781 -6.881
102 H -2.924 -5.545 -6.737
103 H -3.256 -4.802 -4.560
104 H -4.927 -4.911 -4.970
105 H -4.168 -3.390 -5.122
106 C -7.820 -3.070 12.611
107 C -6.865 -1.906 12.759
108 C -5.689 -2.128 11.784
109 C -4.717 -0.898 11.773
110 P -3.183 -1.175 10.786
111 C -2.661 0.445 10.095
112 C -1.197 0.606 9.607
113 C -0.309 0.937 10.817
114 C 1.136 0.734 10.479
115 C -1.824 -2.076 11.741
116 C -2.153 -3.506 12.255
117 C -1.146 -3.995 13.325
118 C 0.293 -4.154 12.783
119 C -3.544 -2.408 9.503
120 C -2.432 -2.538 8.456
121 C -2.658 -3.638 7.421
122 C -3.692 -3.322 6.308
123 H -8.579 -2.826 13.354
124 H -7.389 -4.022 12.921
125 H -8.197 -3.239 11.602
126 H -6.412 -1.688 13.726
127 H -7.358 -0.946 12.607
128 H -6.113 -2.375 10.811
129 H -5.165 -3.063 11.980
130 H -4.435 -0.505 12.750
131 H -5.124 -0.061 11.206
132 H -3.021 1.272 10.707
133 H -3.260 0.514 9.187
134 H -1.240 1.431 8.896
135 H -0.831 -0.304 9.131
136 H -0.556 0.348 11.701
137 H -0.459 1.985 11.078
138 H 1.497 1.169 9.548
139 H 1.403 -0.321 10.414
140 H 1.715 1.081 11.335
141 H -1.661 -1.497 12.650
142 H -0.937 -2.138 11.110
143 H -2.122 -4.199 11.414
144 H -3.133 -3.552 12.730
145 H -1.458 -5.001 13.606
146 H -1.145 -3.393 14.233
147 H 0.336 -4.760 11.877
148 H 0.908 -4.616 13.555
149 H 0.790 -3.219 12.523
150 H -4.486 -2.122 9.035
151 H -3.708 -3.362 10.005
152 H -1.476 -2.856 8.872
153 H -2.179 -1.645 7.884
154 H -2.785 -4.583 7.949
155 H -1.664 -3.757 6.989
156 H -3.775 -2.246 6.156
157 H -4.600 -3.816 6.653
158 H -3.675 -3.716 5.291
159 C 7.393 9.015 -0.524
160 C 7.256 8.215 0.712
161 C 7.586 6.761 0.420
162 C 7.303 5.850 1.647
163 P 8.265 4.184 1.813
164 C 10.078 4.417 1.619
165 C 10.593 5.362 2.724
166 C 12.007 5.929 2.430
167 C 13.185 4.942 2.395
168 C 7.979 3.400 3.429
169 C 8.761 2.151 3.799
170 C 8.708 1.762 5.290
171 C 9.305 2.796 6.341
172 C 7.825 3.101 0.448
173 C 7.744 3.748 -0.936
174 C 7.458 2.839 -2.144
175 C 7.378 3.664 -3.462
176 H 8.246 8.699 -1.124
177 H 7.465 10.101 -0.471
178 H 6.521 8.692 -1.093
179 H 6.225 8.291 1.059
180 H 7.937 8.635 1.452
181 H 8.601 6.808 0.027
182 H 6.942 6.393 -0.380
183 H 6.251 5.620 1.812
184 H 7.428 6.329 2.618
185 H 10.141 4.725 0.575
186 H 10.552 3.437 1.669
187 H 10.532 5.004 3.752
188 H 10.036 6.296 2.796
189 H 12.358 6.799 2.985
190 H 11.902 6.271 1.400
191 H 14.192 5.230 2.095
192 H 12.994 4.176 1.644
193 H 13.128 4.366 3.319
194 H 6.905 3.247 3.327
195 H 8.177 4.247 4.086
196 H 9.792 2.341 3.499
197 H 8.435 1.267 3.251
198 H 9.077 0.750 5.456
199 H 7.689 1.677 5.668
200 H 9.227 2.438 7.367
201 H 8.739 3.727 6.370
202 H 10.335 2.977 6.035
203 H 6.859 2.673 0.718
204 H 8.462 2.218 0.490
205 H 8.720 4.191 -1.135
206 H 6.867 4.393 -0.994
207 H 6.495 2.356 -1.973
208 H 8.276 2.119 -2.143
209 H 8.369 3.872 -3.865
210 H 6.732 4.539 -3.385
211 H 6.965 2.938 -4.162
212 C -4.848 8.892 -8.687
213 C -4.143 7.600 -9.204
214 C -3.812 6.744 -7.979
215 C -3.113 5.380 -8.356
216 P -2.901 4.297 -6.901
217 C -1.742 5.147 -5.794
218 C -0.245 5.339 -6.130
219 C 0.402 6.500 -5.303
220 C 0.019 7.867 -5.662
221 C -4.341 3.962 -5.886
222 C -4.158 2.928 -4.721
223 C -5.381 2.995 -3.702
224 C -5.744 1.631 -3.178
225 C -2.211 2.721 -7.403
226 C -1.033 2.792 -8.465
227 C -0.763 1.401 -9.013
228 C -1.641 1.052 -10.235
229 H -5.783 8.666 -8.173
230 H -4.974 9.548 -9.549
231 H -4.243 9.298 -7.876
232 H -3.228 7.853 -9.741
233 H -4.837 7.141 -9.908
234 H -4.684 6.603 -7.340
235 H -3.077 7.340 -7.439
236 H -2.126 5.590 -8.769
237 H -3.743 4.834 -9.059
238 H -1.808 4.455 -4.955
239 H -2.179 6.139 -5.677
240 H -0.190 5.521 -7.203
241 H 0.157 4.337 -5.978
242 H 1.468 6.346 -5.470
243 H 0.483 6.309 -4.233
244 H -1.059 7.930 -5.513
245 H 0.304 8.012 -6.704
246 H 0.439 8.684 -5.077
247 H -5.163 3.835 -6.590
248 H -4.613 4.904 -5.411
249 H -3.246 3.090 -4.145
250 H -3.941 1.934 -5.113
251 H -6.222 3.421 -4.249
252 H -5.133 3.688 -2.898
253 H -6.000 0.965 -4.002
254 H -6.560 1.654 -2.456
255 H -4.950 1.113 -2.640
256 H -3.084 2.153 -7.722
257 H -1.804 2.280 -6.493
258 H -0.109 3.176 -8.032
259 H -1.239 3.535 -9.235
260 H -0.795 0.561 -8.319
261 H 0.241 1.355 -9.435
262 H -1.172 0.217 -10.755
263 H -1.695 1.841 -10.985
264 H -2.696 0.794 -10.148
265 O 2.110 3.739 3.680
266 C 1.769 4.620 4.609
267 O 0.578 4.985 4.692
268 O 2.678 5.196 5.227
269 H 1.231 3.407 3.488

Results
- Net charge: +4
- HOMO level: -10.357 eV
- E_tot: -167730.22089 eV
- Multiplicity: 1
- HOMO-LUMO gap: 4.5 eV

Atom charges from the Mulliken analysis, given in e for atoms 1 to 5: -0.081 0.992 -0.587 -0.615 -0.323